# 1
{"formula": "C31H71FN3O18P4", "method": "the ωB97M-V functional and the def2-TZVPD basis", "symbols": ["C", "C", "C", "F", "N", "C", "N", "C", "C", "O", "N", "O", "C", "H", "H", "H", "H", "H", "H", "H", "H", "H", "H", "H", "O", "P", "O", "C", "C", "O", "C", "C", "O", "C", "C", "H", "H", "H", "H", "H", "H", "H", "H", "H", "H", "H", "H", "H", "H", "H", "O", "P", "O", "C", "C", "O", "C", "C", "O", "C", "C", "H", "H", "H", "H", "H", "H", "H", "H", "H", "H", "H", "H", "H", "H", "H", "O", "P", "O", "C", "C", "O", "C", "C", "O", "C", "C", "H", "H", "H", "H", "H", "H", "H", "H", "H", "H", "H", "H", "H", "H", "H", "O", "P", "O", "C", "C", "O", "C", "C", "O", "C", "C", "H", "H", "H", "H", "H", "H", "H", "H", "H", "H", "H", "H", "H", "H", "H"], "positions_angstrom": [[-1.707, -3.068, 3.708], [-1.970, -1.535, 3.622], [-1.353, -0.755, 4.769], [-1.525, -1.458, 5.930], [0.083, -0.502, 4.611], [0.763, 0.473, 5.184], [2.028, 0.396, 4.817], [2.174, -0.676, 3.965], [3.415, -1.151, 3.266], [3.304, -0.812, 1.886], [2.929, -2.019, 1.145], [2.006, -1.817, 0.486], [0.953, -1.233, 3.830], [-2.580, -3.556, 4.127], [-0.824, -3.289, 4.306], [-1.538, -3.434, 2.697], [-3.045, -1.394, 3.720], [-1.651, -1.167, 2.648], [-1.877, 0.199, 4.849], [0.316, 1.209, 5.833], [2.767, 1.026, 5.091], [4.333, -0.728, 3.670], [3.447, -2.239, 3.366], [0.737, -2.081, 3.206], [-0.004, -1.927, 10.173], [-0.138, -3.282, 10.737], [1.319, -3.921, 10.938], [2.205, -3.337, 11.904], [1.726, -3.517, 13.332], [-0.670, -4.189, 9.499], [-0.938, -3.598, 8.237], [0.317, -3.502, 7.387], [-0.951, -4.132, 11.819], [-2.002, -3.496, 12.587], [-3.041, -2.820, 11.717], [2.346, -2.277, 11.676], [3.164, -3.835, 11.772], [0.856, -2.886, 13.534], [2.504, -3.221, 14.037], [1.437, -4.549, 13.522], [-1.387, -2.613, 8.367], [-1.680, -4.221, 7.737], [1.184, -3.195, 7.971], [0.171, -2.792, 6.575], [0.558, -4.475, 6.953], [-1.557, -2.777, 13.280], [-2.460, -4.278, 13.187], [-2.594, -2.047, 11.085], [-3.797, -2.343, 12.340], [-3.526, -3.543, 11.061], [5.473, -0.032, -5.008], [5.971, -1.168, -4.210], [7.563, -1.227, -4.479], [8.392, -0.181, -3.966], [8.463, -0.167, -2.450], [5.489, -2.446, -5.071], [4.647, -2.302, -6.216], [5.442, -2.016, -7.477], [5.977, -2.018, -2.834], [5.062, -1.627, -1.791], [3.625, -1.559, -2.277], [8.040, 0.784, -4.343], [9.385, -0.354, -4.378], [7.516, 0.174, -2.019], [9.236, 0.522, -2.108], [8.665, -1.163, -2.057], [3.906, -1.521, -6.044], [4.101, -3.239, -6.327], [6.246, -1.304, -7.296], [4.789, -1.622, -8.256], [5.904, -2.932, -7.848], [5.371, -0.662, -1.378], [5.160, -2.363, -0.994], [3.513, -0.845, -3.098], [2.967, -1.238, -1.477], [3.295, -2.532, -2.643], [1.477, 4.711, -3.653], [0.835, 3.389, -3.669], [-0.727, 3.557, -4.003], [-1.103, 4.039, -5.302], [-0.771, 3.050, -6.406], [0.740, 2.959, -2.103], [1.275, 3.803, -1.089], [0.287, 4.870, -0.651], [1.044, 1.878, -4.154], [2.289, 1.509, -4.801], [3.509, 1.872, -3.986], [-0.626, 5.002, -5.494], [-2.179, 4.202, -5.274], [0.310, 3.004, -6.566], [-1.221, 3.355, -7.351], [-1.110, 2.047, -6.151], [2.204, 4.261, -1.429], [1.527, 3.161, -0.242], [-0.243, 5.301, -1.499], [0.800, 5.668, -0.113], [-0.467, 4.439, 0.012], [2.340, 1.977, -5.787], [2.244, 0.433, -4.961], [3.557, 2.949, -3.792], [4.405, 1.589, -4.522], [3.492, 1.365, -3.019], [-6.629, 3.954, -7.022], [-6.871, 2.563, -6.611], [-5.457, 1.839, -6.345], [-4.641, 2.296, -5.265], [-5.248, 2.011, -3.903], [-7.328, 1.796, -7.955], [-7.472, 2.499, -9.191], [-6.157, 2.607, -9.941], [-7.803, 1.652, -5.673], [-8.887, 2.273, -4.945], [-9.821, 3.064, -5.838], [-4.443, 3.366, -5.381], [-3.691, 1.771, -5.350], [-6.112, 2.656, -3.719], [-4.525, 2.212, -3.112], [-5.589, 0.978, -3.835], [-7.895, 3.488, -9.015], [-8.195, 1.944, -9.788], [-5.328, 2.837, -9.273], [-6.219, 3.380, -10.707], [-5.921, 1.660, -10.430], [-8.476, 2.915, -4.160], [-9.427, 1.467, -4.451], [-9.293, 3.863, -6.365], [-10.609, 3.524, -5.241], [-10.276, 2.419, -6.590]], "lowdin_charge": [-0.067, -0.146, -0.279, 0.048, 0.052, -0.001, 0.195, -0.152, -0.127, -0.108, 0.023, 0.104, 0.046, 0.084, 0.057, 0.081, 0.123, 0.121, 0.167, 0.181, 0.195, 0.135, 0.134, 0.143, -0.227, 0.451, -0.185, -0.266, -0.074, -0.185, -0.289, -0.070, -0.172, -0.245, -0.077, 0.113, 0.118, 0.063, 0.083, 0.087, 0.095, 0.121, 0.076, 0.032, 0.081, 0.111, 0.123, 0.067, 0.084, 0.087, -0.216, 0.499, -0.184, -0.268, -0.078, -0.189, -0.276, -0.067, -0.170, -0.257, -0.068, 0.115, 0.120, 0.059, 0.081, 0.084, 0.094, 0.117, 0.073, 0.079, 0.077, 0.109, 0.116, 0.051, 0.047, 0.098, -0.211, 0.452, -0.188, -0.261, -0.072, -0.201, -0.297, -0.074, -0.179, -0.238, -0.088, 0.117, 0.102, 0.063, 0.085, 0.079, 0.103, 0.107, 0.075, 0.077, 0.069, 0.116, 0.112, 0.076, 0.043, 0.072, -0.213, 0.448, -0.181, -0.275, -0.072, -0.192, -0.281, -0.072, -0.179, -0.256, -0.077, 0.106, 0.113, 0.063, 0.078, 0.085, 0.103, 0.116, 0.070, 0.078, 0.075, 0.108, 0.120, 0.070, 0.083, 0.087], "homo_lumo_gap_ev": 7.84, "total_charge": 1}

=====

# 2
{"formula": "C31H72F3INNbO9P", "method": "the ωB97M-V functional and the def2-TZVPD basis", "symbols": ["C", "C", "Nb", "C", "N", "I", "C", "C", "C", "F", "C", "F", "F", "C", "C", "P", "O", "O", "C", "C", "O", "C", "C", "H", "H", "H", "H", "H", "H", "H", "H", "H", "H", "H", "H", "H", "H", "H", "H", "H", "H", "H", "H", "H", "H", "H", "H", "C", "C", "C", "O", "H", "H", "H", "H", "H", "H", "H", "H", "C", "C", "C", "O", "H", "H", "H", "H", "H", "H", "H", "H", "C", "C", "C", "O", "H", "H", "H", "H", "H", "H", "H", "H", "C", "C", "C", "O", "H", "H", "H", "H", "H", "H", "H", "H", "C", "C", "C", "O", "H", "H", "H", "H", "H", "H", "H", "H", "C", "C", "C", "O", "H", "H", "H", "H", "H", "H", "H", "H"], "positions_angstrom": [[1.674, -0.712, 3.122], [1.213, -0.468, 2.023], [0.320, 0.113, 0.007], [-0.551, 0.695, -1.962], [1.843, -0.917, -0.999], [-1.074, -2.409, 0.063], [1.682, 1.887, 0.004], [3.060, 1.604, 0.645], [4.149, 2.446, 0.046], [4.700, 3.400, 0.838], [4.555, 2.386, -1.215], [5.067, 3.421, -1.883], [4.501, 1.309, -1.974], [-1.327, 1.127, 1.173], [-2.254, 2.164, 0.486], [-3.801, 1.543, -0.172], [-3.826, 1.218, -1.610], [-4.797, 2.752, 0.202], [-6.127, 2.706, -0.325], [-7.158, 2.522, 0.795], [-4.263, 0.337, 0.767], [-4.616, -0.915, 0.151], [-6.105, -1.004, -0.185], [2.173, -0.730, 4.063], [-0.961, 1.703, -2.052], [0.269, 0.632, -2.688], [-1.280, -0.056, -2.272], [1.583, -1.887, -1.156], [2.037, -0.550, -1.930], [1.876, 2.131, -1.043], [1.200, 2.713, 0.532], [3.037, 1.794, 1.717], [3.347, 0.556, 0.528], [-1.941, 0.379, 1.678], [-0.796, 1.662, 1.968], [-1.767, 2.757, -0.287], [-2.578, 2.880, 1.252], [-6.297, 3.667, -0.811], [-6.243, 1.923, -1.073], [-7.958, 1.876, 0.427], [-6.704, 2.000, 1.633], [-7.583, 3.468, 1.121], [-4.381, -1.673, 0.897], [-3.986, -1.128, -0.707], [-6.517, -1.933, 0.211], [-6.656, -0.180, 0.265], [-6.279, -1.005, -1.261], [-8.658, 4.094, 5.279], [-8.408, 2.687, 4.755], [-8.294, 1.681, 5.890], [-7.235, 2.660, 3.948], [-7.825, 4.417, 5.910], [-8.739, 4.800, 4.452], [-9.575, 4.141, 5.870], [-9.224, 2.396, 4.091], [-7.451, 1.935, 6.538], [-8.117, 0.681, 5.496], [-9.201, 1.663, 6.498], [-6.486, 2.913, 4.500], [6.343, 7.153, -3.910], [5.611, 8.069, -2.940], [6.021, 7.796, -1.501], [4.201, 7.922, -3.089], [6.099, 6.108, -3.700], [6.037, 7.362, -4.935], [7.424, 7.277, -3.835], [5.825, 9.110, -3.190], [5.768, 6.770, -1.222], [5.488, 8.461, -0.820], [7.093, 7.938, -1.359], [3.974, 7.010, -2.874], [0.955, -3.653, -4.915], [0.641, -2.303, -4.295], [-0.581, -1.667, -4.938], [1.771, -1.429, -4.416], [1.169, -3.535, -5.983], [1.829, -4.105, -4.448], [0.118, -4.344, -4.804], [0.466, -2.418, -3.223], [-0.403, -1.506, -6.007], [-0.793, -0.699, -4.486], [-1.460, -2.302, -4.824], [1.939, -1.308, -5.357], [0.018, -3.938, 5.319], [-0.526, -2.594, 5.780], [-0.912, -2.619, 7.253], [-1.635, -2.212, 4.979], [-0.745, -4.714, 5.433], [0.289, -3.889, 4.264], [0.898, -4.231, 5.895], [0.229, -1.824, 5.613], [-1.702, -3.357, 7.425], [-1.296, -1.646, 7.562], [-0.059, -2.875, 7.884], [-2.332, -2.869, 5.085], [5.671, -2.015, -1.303], [6.102, -3.159, -2.206], [6.850, -2.651, -3.430], [4.959, -3.924, -2.609], [4.990, -1.348, -1.835], [5.128, -2.402, -0.440], [6.524, -1.433, -0.947], [6.740, -3.851, -1.653], [6.206, -1.993, -4.019], [7.149, -3.483, -4.070], [7.743, -2.092, -3.144], [4.366, -3.331, -3.089], [1.979, -4.956, -0.987], [2.003, -6.226, -1.815], [2.721, -7.349, -1.079], [2.642, -5.989, -3.072], [3.007, -4.626, -0.807], [1.467, -4.145, -1.505], [1.488, -5.102, -0.024], [0.983, -6.540, -2.048], [3.758, -7.064, -0.880], [2.736, -8.257, -1.685], [2.236, -7.572, -0.127], [3.546, -5.703, -2.884]], "lowdin_charge": [-0.086, -0.340, 1.443, -0.333, -0.221, 0.085, -0.300, -0.233, -0.219, 0.054, -0.332, 0.107, 0.131, -0.409, -0.316, 0.489, -0.271, -0.218, -0.271, -0.083, -0.214, -0.292, -0.063, -0.014, -0.018, -0.027, -0.035, -0.095, -0.024, 0.044, 0.051, 0.103, 0.077, 0.012, 0.028, 0.068, 0.079, 0.112, 0.098, 0.068, 0.058, 0.065, 0.095, 0.068, 0.067, 0.054, 0.075, -0.065, -0.500, -0.064, -0.057, 0.080, 0.077, 0.076, 0.138, 0.081, 0.080, 0.076, 0.096, -0.064, -0.506, -0.062, -0.054, 0.078, 0.077, 0.077, 0.133, 0.080, 0.078, 0.077, 0.088, -0.056, -0.493, -0.055, -0.069, 0.079, 0.055, 0.085, 0.105, 0.079, 0.059, 0.084, 0.081, -0.061, -0.510, -0.070, -0.048, 0.077, 0.080, 0.076, 0.121, 0.076, 0.075, 0.074, 0.084, -0.056, -0.485, -0.063, -0.069, 0.067, 0.082, 0.081, 0.135, 0.081, 0.075, 0.077, 0.091, -0.066, -0.486, -0.066, -0.071, 0.075, 0.036, 0.074, 0.136, 0.080, 0.073, 0.077, 0.059], "homo_lumo_gap_ev": 7.39, "total_charge": -1}

=====

# 3
{"formula": "C31H72F7N5O17P2S", "method": "the ωB97M-V functional and the def2-TZVPD basis", "symbols": ["N", "P", "O", "O", "O", "P", "O", "O", "C", "C", "C", "C", "S", "O", "O", "O", "O", "C", "F", "F", "C", "F", "F", "C", "F", "F", "F", "H", "H", "H", "H", "H", "H", "H", "H", "H", "H", "H", "H", "C", "O", "C", "C", "N", "C", "C", "O", "C", "H", "H", "H", "H", "H", "H", "H", "H", "H", "H", "H", "H", "H", "H", "H", "C", "O", "C", "C", "N", "C", "C", "O", "C", "H", "H", "H", "H", "H", "H", "H", "H", "H", "H", "H", "H", "H", "H", "H", "C", "O", "C", "C", "N", "C", "C", "O", "C", "H", "H", "H", "H", "H", "H", "H", "H", "H", "H", "H", "H", "H", "H", "H", "C", "O", "C", "C", "N", "C", "C", "O", "C", "H", "H", "H", "H", "H", "H", "H", "H", "H", "H", "H", "H", "H", "H", "H"], "positions_angstrom": [[-6.063, -0.783, 7.638], [-5.298, -0.268, 6.409], [-6.280, 0.161, 5.236], [-4.235, -1.311, 5.842], [-4.522, 1.133, 6.729], [-3.610, 1.942, 5.692], [-3.959, 3.351, 5.578], [-3.638, 1.106, 4.371], [-3.412, 1.795, 3.107], [-2.076, 2.490, 2.993], [-0.844, 1.570, 2.758], [-1.027, 0.126, 3.202], [0.479, -0.804, 3.195], [0.336, -1.858, 4.162], [1.607, 0.062, 3.304], [0.481, -1.552, 1.802], [-2.110, 1.625, 6.206], [-1.550, 2.325, 7.261], [-2.464, 2.792, 8.109], [-0.832, 3.336, 6.765], [-0.576, 1.357, 7.983], [0.225, 0.844, 7.025], [0.183, 2.016, 8.856], [-1.246, 0.141, 8.674], [-1.828, -0.659, 7.792], [-0.299, -0.546, 9.291], [-2.126, 0.521, 9.576], [-5.762, -1.711, 7.910], [-7.065, -0.393, 5.375], [-3.334, -0.977, 5.745], [-3.465, 1.018, 2.345], [-4.231, 2.479, 2.888], [-1.836, 3.145, 3.831], [-2.154, 3.141, 2.120], [-0.577, 1.620, 1.700], [-0.004, 2.027, 3.282], [-1.752, -0.384, 2.568], [-1.385, 0.078, 4.229], [0.114, -2.458, 2.017], [-2.240, 3.301, -4.919], [-2.648, 1.944, -4.877], [-1.576, 1.016, -4.958], [-1.387, 0.286, -3.647], [-0.864, 1.182, -2.623], [-0.865, 0.627, -1.275], [-2.211, 0.299, -0.638], [-3.010, 1.433, -0.346], [-3.817, 1.894, -1.419], [-3.140, 3.909, -5.003], [-1.709, 3.591, -4.006], [-1.601, 3.500, -5.780], [-0.649, 1.510, -5.266], [-1.837, 0.287, -5.730], [-0.685, -0.539, -3.793], [-2.360, -0.142, -3.369], [-1.412, 2.032, -2.623], [-0.365, 1.356, -0.630], [-0.246, -0.276, -1.267], [-2.004, -0.166, 0.331], [-2.773, -0.444, -1.217], [-4.133, 1.076, -2.070], [-3.305, 2.657, -2.011], [-4.703, 2.359, -0.986], [1.369, -8.620, 1.416], [-0.029, -8.433, 1.315], [-0.757, -8.780, 2.487], [-1.346, -7.551, 3.143], [-0.305, -6.723, 3.736], [-0.756, -5.411, 4.186], [-1.271, -4.436, 3.138], [-0.269, -3.980, 2.238], [-0.023, -4.806, 1.104], [1.789, -8.465, 0.424], [1.830, -7.904, 2.106], [1.611, -9.635, 1.744], [-0.131, -9.337, 3.190], [-1.575, -9.435, 2.176], [-2.043, -7.863, 3.926], [-1.918, -7.015, 2.373], [0.435, -6.594, 3.058], [0.089, -4.933, 4.687], [-1.534, -5.549, 4.943], [-1.617, -3.547, 3.671], [-2.133, -4.822, 2.582], [-0.927, -5.325, 0.779], [0.766, -5.533, 1.304], [0.324, -4.165, 0.293], [4.175, -4.658, 0.482], [3.243, -4.039, -0.381], [2.856, -2.726, 0.021], [3.381, -1.683, -0.940], [4.827, -1.544, -0.833], [5.435, -0.725, -1.875], [5.349, -1.215, -3.316], [6.091, -2.391, -3.575], [5.425, -3.608, -3.300], [4.279, -5.693, 0.160], [5.159, -4.180, 0.436], [3.824, -4.646, 1.519], [3.174, -2.513, 1.045], [1.765, -2.697, -0.003], [2.912, -0.722, -0.709], [3.068, -1.982, -1.951], [5.246, -2.465, -0.861], [6.494, -0.626, -1.627], [5.003, 0.280, -1.822], [5.793, -0.441, -3.947], [4.312, -1.333, -3.656], [4.347, -3.527, -3.460], [5.614, -3.952, -2.279], [5.822, -4.361, -3.980], [0.955, 4.647, -4.703], [0.140, 5.216, -5.711], [-0.281, 6.547, -5.431], [0.371, 7.537, -6.370], [1.793, 7.673, -6.090], [2.538, 8.434, -7.088], [2.628, 7.869, -8.500], [3.382, 6.677, -8.601], [2.674, 5.479, -8.350], [1.088, 3.594, -4.944], [1.942, 5.119, -4.660], [0.482, 4.721, -3.719], [-0.087, 6.810, -4.387], [-1.363, 6.581, -5.589], [-0.111, 8.512, -6.249], [0.179, 7.190, -7.395], [2.202, 6.750, -6.018], [3.559, 8.540, -6.712], [2.115, 9.443, -7.141], [3.158, 8.606, -9.109], [1.641, 7.739, -8.962], [1.625, 5.556, -8.651], [2.727, 5.188, -7.297], [3.146, 4.689, -8.934]], "lowdin_charge": [-0.133, 0.365, -0.109, -0.108, -0.207, 0.398, -0.168, -0.189, -0.166, -0.150, -0.182, -0.232, 0.578, -0.286, -0.251, -0.187, -0.030, -0.542, 0.186, 0.188, -0.353, 0.164, 0.190, -0.577, 0.188, 0.200, 0.208, -0.007, 0.092, 0.063, 0.117, 0.133, 0.106, 0.123, 0.101, 0.113, 0.098, 0.088, 0.039, -0.108, -0.188, -0.213, -0.212, -0.043, -0.195, -0.216, -0.192, -0.084, 0.093, 0.071, 0.081, 0.117, 0.123, 0.124, 0.107, 0.069, 0.113, 0.118, 0.100, 0.116, 0.091, 0.074, 0.089, -0.114, -0.195, -0.216, -0.216, -0.046, -0.186, -0.192, -0.229, -0.042, 0.088, 0.078, 0.089, 0.123, 0.122, 0.125, 0.107, 0.070, 0.125, 0.124, 0.114, 0.119, 0.100, 0.084, 0.083, -0.113, -0.197, -0.218, -0.208, -0.046, -0.200, -0.230, -0.178, -0.102, 0.086, 0.080, 0.088, 0.130, 0.084, 0.125, 0.107, 0.071, 0.119, 0.118, 0.120, 0.110, 0.088, 0.072, 0.087, -0.116, -0.220, -0.213, -0.216, -0.051, -0.201, -0.230, -0.177, -0.101, 0.085, 0.081, 0.085, 0.125, 0.122, 0.125, 0.108, 0.069, 0.119, 0.118, 0.121, 0.111, 0.088, 0.072, 0.088], "homo_lumo_gap_ev": 8.86}